1.
{"formula": "C37H30KN3O2P", "method": "ωB97M-V with the def2-TZVPD basis set", "species": ["K", "O", "C", "C", "C", "C", "C", "C", "C", "O", "N", "N", "C", "C", "C", "C", "C", "C", "N", "H", "H", "H", "H", "H", "H", "H", "H", "H", "H", "C", "C", "C", "C", "C", "C", "H", "H", "H", "H", "H", "H", "C", "C", "C", "C", "C", "C", "P", "C", "C", "C", "C", "C", "C", "C", "C", "C", "C", "C", "C", "H", "H", "H", "H", "H", "H", "H", "H", "H", "H", "H", "H", "H", "H"], "coordinates": [[-0.129, 0.094, -0.525], [2.462, -4.409, -3.003], [2.215, -3.604, -4.048], [2.380, -4.128, -5.335], [2.147, -3.351, -6.452], [1.740, -2.029, -6.313], [1.576, -1.512, -5.043], [1.803, -2.269, -3.897], [1.597, -1.596, -2.568], [1.226, -0.412, -2.533], [1.860, -2.402, -1.529], [1.694, -1.797, -0.325], [1.775, -2.554, 0.702], [1.525, -2.003, 2.033], [1.586, -2.859, 3.140], [1.319, -2.357, 4.400], [1.014, -1.010, 4.521], [0.978, -0.240, 3.367], [1.215, -0.702, 2.150], [2.296, -3.835, -2.187], [2.694, -5.161, -5.413], [2.280, -3.782, -7.437], [1.554, -1.418, -7.188], [1.254, -0.489, -4.897], [1.966, -3.624, 0.597], [1.823, -3.903, 2.992], [1.347, -3.007, 5.265], [0.792, -0.550, 5.475], [0.733, 0.815, 3.427], [1.639, 2.623, 1.051], [2.551, 2.109, 0.141], [2.317, 2.230, -1.219], [1.171, 2.872, -1.669], [0.259, 3.379, -0.758], [0.487, 3.248, 0.605], [1.818, 2.505, 2.112], [3.424, 1.573, 0.488], [2.972, 1.749, -1.932], [0.957, 2.903, -2.730], [-0.663, 3.827, -1.106], [-0.246, 3.611, 1.316], [-7.934, 0.771, 0.171], [-7.170, 0.308, -0.889], [-5.788, 0.324, -0.813], [-5.140, 0.789, 0.328], [-5.920, 1.243, 1.394], [-7.303, 1.239, 1.315], [-3.309, 0.731, 0.331], [-2.927, 1.862, 1.723], [-3.230, 3.219, 1.604], [-2.855, 4.127, 2.574], [-2.148, 3.698, 3.692], [-1.828, 2.355, 3.816], [-2.210, 1.445, 2.841], [-2.951, -0.954, 0.962], [-3.632, -1.357, 2.125], [-3.450, -2.621, 2.638], [-2.600, -3.490, 1.954], [-1.967, -3.075, 0.800], [-2.086, -1.788, 0.229], [-9.014, 0.764, 0.104], [-7.649, -0.064, -1.786], [-5.206, -0.039, -1.652], [-5.442, 1.602, 2.296], [-7.888, 1.597, 2.153], [-3.775, 3.574, 0.735], [-3.109, 5.174, 2.461], [-1.846, 4.401, 4.458], [-1.284, 2.007, 4.686], [-1.959, 0.398, 2.959], [-4.314, -0.675, 2.629], [-3.968, -2.933, 3.538], [-2.443, -4.498, 2.329], [-1.327, -3.805, 0.303]], "orbital_gap_ha": 0.221, "lumo_energy_ev": 2.2, "total_charge": -1}

2.
{"formula": "C37H30N2O4P2S6Ti", "method": "ωB97M-V with the def2-TZVPD basis set", "species": ["Ti", "O", "C", "O", "C", "C", "C", "C", "C", "N", "C", "O", "O", "H", "H", "H", "H", "N", "C", "C", "C", "C", "C", "C", "P", "C", "C", "C", "C", "C", "C", "C", "C", "C", "C", "C", "C", "H", "H", "H", "H", "H", "H", "H", "H", "H", "H", "H", "H", "H", "H", "H", "H", "S", "S", "S", "S", "S", "P", "S", "C", "C", "C", "C", "C", "C", "C", "C", "C", "C", "C", "C", "H", "H", "H", "H", "H", "H", "H", "H", "H", "H"], "coordinates": [[-1.583, 0.391, 0.537], [-0.883, -3.601, -0.465], [-1.456, -2.409, -0.265], [-0.739, -1.392, -0.018], [-2.821, -2.166, -0.335], [-3.914, -3.023, -0.595], [-5.165, -2.501, -0.736], [-5.332, -1.076, -0.682], [-4.268, -0.293, -0.412], [-3.019, -0.797, -0.144], [-4.215, 1.203, -0.468], [-5.171, 1.901, -0.757], [-3.005, 1.620, -0.234], [0.064, -3.502, -0.199], [-3.725, -4.087, -0.677], [-6.017, -3.144, -0.920], [-6.281, -0.601, -0.894], [-2.141, -0.469, -2.822], [-1.150, -0.056, -3.671], [-1.093, -0.602, -4.969], [-0.159, -0.175, -5.887], [0.760, 0.817, -5.551], [0.725, 1.341, -4.272], [-0.199, 0.922, -3.314], [-0.144, 1.642, -1.620], [-0.426, 3.414, -2.043], [0.595, 4.243, -2.503], [0.329, 5.546, -2.898], [-0.967, 6.039, -2.845], [-1.991, 5.221, -2.392], [-1.726, 3.918, -1.990], [1.648, 1.604, -1.282], [2.206, 2.524, -0.396], [3.523, 2.389, 0.019], [4.289, 1.320, -0.422], [3.731, 0.386, -1.284], [2.423, 0.530, -1.715], [-2.103, -0.220, -1.844], [-2.583, -1.351, -3.008], [-1.812, -1.369, -5.238], [-0.145, -0.619, -6.876], [1.494, 1.163, -6.268], [1.449, 2.097, -3.992], [1.615, 3.877, -2.543], [1.141, 6.176, -3.243], [-1.175, 7.060, -3.148], [-3.005, 5.595, -2.330], [-2.523, 3.306, -1.601], [1.593, 3.315, 0.013], [3.936, 3.104, 0.722], [5.306, 1.194, -0.069], [4.304, -0.478, -1.598], [1.987, -0.224, -2.359], [-1.004, 2.713, 1.530], [-0.578, 2.237, 3.486], [-2.315, 1.300, 4.059], [-2.604, -0.163, 2.597], [2.276, -3.027, 0.457], [1.680, -1.737, 1.869], [1.092, 0.129, 1.485], [3.094, -1.604, 3.033], [3.696, -0.385, 3.318], [4.775, -0.326, 4.195], [5.247, -1.481, 4.800], [4.642, -2.702, 4.522], [3.577, -2.762, 3.638], [0.405, -2.509, 2.928], [-0.103, -1.771, 3.996], [-1.090, -2.308, 4.806], [-1.598, -3.573, 4.538], [-1.114, -4.299, 3.461], [-0.108, -3.770, 2.660], [3.302, 0.509, 2.850], [5.241, 0.629, 4.411], [6.083, -1.432, 5.490], [5.005, -3.608, 4.994], [3.113, -3.713, 3.403], [0.243, -0.756, 4.158], [-1.498, -1.714, 5.615], [-2.394, -3.977, 5.153], [-1.528, -5.275, 3.231], [0.282, -4.330, 1.818]], "orbital_gap_ha": 0.197, "lumo_energy_ev": 4.3, "total_charge": -2}